No. 1
ORCA calculation (ωB97M-V/def2-TZVPD) on an isolated molecule of C8H12O3 in a non-equilibrium geometry.

Its charge is 0. The value obtained for the calculated total energy is -537.6218 hartree. Its SMILES is C=C1OC2(CC2)[C@@](C)(O)[C@@H]1O. The calculation puts the energy above the lowest of the compared OMol25 structures with the same formula, charge and spin at 362.3 kJ/mol. The calculation puts the frontier orbital gap at 9.178 eV. The spin multiplicity is 1.

Structure (XYZ):
```
23
Properties=species:S:1:pos:R:3:forces:R:3:mulliken_charge:R:1
O -0.977 0.038 -2.644 0.024 0.795 1.771 -0.530
O 1.464 -0.014 0.105 0.361 -0.249 0.902 -0.456
O -1.838 1.118 0.408 -0.992 3.680 1.062 -0.641
C 0.468 0.937 2.214 2.498 -0.296 -0.581 -0.817
C 2.171 -0.330 -2.109 0.321 -0.157 6.178 -1.211
C 1.180 -0.058 -1.204 0.599 0.290 -3.244 0.572
C -0.225 0.527 -1.542 -0.008 -4.186 3.593 0.057
C 0.343 0.129 0.942 -1.154 0.605 0.582 0.696
C 0.351 -0.550 2.318 3.436 -1.069 -1.890 -0.784
C -1.664 -1.154 0.133 1.019 2.885 -0.682 -1.943
C -0.930 0.194 0.067 2.264 -1.413 -2.067 0.890
H 2.063 -0.250 -3.093 -0.612 0.274 -3.886 0.349
H -0.417 -0.223 -3.363 0.722 -0.188 -0.438 0.340
H 3.192 -0.529 -1.675 -1.218 0.021 -0.698 0.235
H -1.469 2.055 0.515 -0.462 -2.090 -0.328 0.406
H -1.090 -1.822 -0.403 1.042 -1.948 -0.904 0.435
H 1.300 -1.222 2.401 -1.768 1.504 0.289 0.229
H -0.530 -0.972 2.689 -1.169 -0.556 0.480 0.269
H 1.429 1.442 2.471 -0.857 -0.544 -0.361 0.258
H -0.051 1.543 -1.470 -0.270 2.521 -0.575 0.358
H -1.867 -1.414 1.126 -0.297 -0.517 1.290 0.492
H -2.515 -0.889 -0.397 -2.084 -0.372 -0.970 0.461
H -0.389 1.442 2.510 -1.391 1.009 0.479 0.335
```
Forces are in eV/Å.

No. 2
ORCA calculation (ωB97M-V/def2-TZVPD) on an isolated molecule of C4H8O2.

Its charge is 0. The value obtained for the calculated total energy is -307.6446 hartree. Its SMILES is CO/C=C(\C)O. The calculation puts the energy above the lowest of the compared OMol25 structures with the same formula, charge and spin at 178.0 kJ/mol. The calculation puts the frontier orbital gap at 9.256 eV. The spin multiplicity is 1.

Structure (XYZ):
```
14
Properties=species:S:1:pos:R:3:forces:R:3:mulliken_charge:R:1
O -1.051 0.539 0.690 0.126 0.011 0.025 -0.355
O 1.750 -1.677 0.019 -0.121 -0.202 0.035 -0.493
C -2.132 0.614 -0.217 -0.276 0.063 -0.155 -0.702
C 1.760 0.700 -0.109 -0.011 0.034 0.013 -1.082
C -0.302 -0.597 0.503 0.268 -0.208 -0.063 -0.465
C 0.987 -0.551 0.159 -0.263 0.290 0.027 0.784
H -1.776 0.602 -1.256 -0.047 0.022 0.149 0.296
H -0.827 -1.544 0.665 0.105 0.119 -0.005 0.320
H 2.707 0.682 0.441 -0.162 -0.006 -0.051 0.323
H 1.999 0.783 -1.175 -0.029 -0.056 0.151 0.269
H -2.831 -0.225 -0.075 0.117 0.123 -0.012 0.298
H 1.178 1.572 0.193 0.093 -0.116 -0.049 0.303
H -2.654 1.552 -0.018 0.046 -0.128 -0.034 0.220
H 1.190 -2.449 0.181 0.155 0.054 -0.032 0.286
```
Forces are in eV/Å.

No. 3
ORCA calculation (ωB97M-V/def2-TZVPD) on an isolated molecule of C2H5N3OS in a non-equilibrium geometry.

Its charge is 0. The value obtained for the calculated total energy is -716.8576 hartree. Its SMILES is N/N=C\C(=O)NS. The calculation puts the energy above the lowest of the compared OMol25 structures with the same formula, charge and spin at 218.3 kJ/mol. The calculation puts the frontier orbital gap at 10.037 eV. The spin multiplicity is 1.

Structure (XYZ):
```
12
Properties=species:S:1:pos:R:3:forces:R:3:mulliken_charge:R:1
S 1.378 0.536 -1.635 0.199 -0.210 -0.022 -0.109
O -0.072 -2.427 0.269 0.028 0.212 -0.064 -0.568
N -0.941 1.337 0.429 0.454 0.353 0.342 -0.371
N -0.136 0.823 1.399 0.506 -0.879 -0.047 -0.373
N 0.346 -0.746 -1.206 -0.068 -0.121 0.940 -0.316
C 0.229 -1.268 0.084 0.031 0.227 -0.294 0.586
C 0.429 -0.314 1.224 0.259 0.184 0.713 -0.111
H -1.542 2.012 0.849 -0.361 0.434 0.098 0.269
H 1.061 -0.707 2.049 -0.544 0.425 -0.606 0.349
H 0.506 1.527 -1.436 -0.159 0.186 -0.028 0.158
H 0.183 -1.461 -1.885 -0.044 -0.219 -0.604 0.272
H -1.441 0.688 -0.141 -0.302 -0.592 -0.427 0.214
```
Forces are in eV/Å.

No. 4
ORCA calculation (ωB97M-V/def2-TZVPD) on a structure of composition C3H3Br3O in a non-equilibrium geometry.

Its charge is 0. The value obtained for the calculated total energy is -7913.2305 hartree. The calculation puts the energy above the lowest of the compared OMol25 structures with the same formula, charge and spin at 329.5 kJ/mol. The calculation puts the frontier orbital gap (spin up / spin down) at 8.331 / 6.636 eV. The spin multiplicity is 1.

Structure (XYZ):
```
10
Properties=species:S:1:pos:R:3:forces:R:3:mulliken_charge:R:1
Br -2.436 -0.922 1.464 0.466 0.298 -0.071 -0.077
Br -0.189 1.298 2.001 -0.267 -0.227 1.459 0.079
Br 0.376 -1.731 -2.282 0.190 0.105 0.185 -0.074
O 0.720 1.738 -0.235 1.499 -0.606 -1.807 -0.535
C 0.064 -0.072 -1.485 -0.184 0.605 -0.754 -0.251
C 1.089 0.684 -0.808 -3.716 0.958 -0.132 0.028
C -0.612 -0.442 1.791 -2.846 1.864 -1.857 -0.429
H -0.877 0.386 -1.886 0.979 -0.339 1.050 0.355
H -0.196 -1.233 2.249 2.123 -2.135 1.598 0.482
H 2.060 0.293 -0.809 1.755 -0.522 0.328 0.421
```
Forces are in eV/Å.

No. 5
ORCA calculation (ωB97M-V/def2-TZVPD) on an isolated molecule of C6H7FO in a non-equilibrium geometry.

Its charge is 0. The value obtained for the calculated total energy is -407.7593 hartree. Its SMILES is COC1=C(F)C=CC1. The calculation puts the energy above the lowest of the compared OMol25 structures with the same formula, charge and spin at 418.3 kJ/mol. The calculation puts the frontier orbital gap (spin up / spin down) at 7.860 / 7.863 eV. The spin multiplicity is 1.

Structure (XYZ):
```
15
Properties=species:S:1:pos:R:3:forces:R:3:mulliken_charge:R:1
F -0.590 2.221 -0.001 -0.845 -0.975 -0.191 -0.273
O 1.745 -0.099 -0.111 -2.356 -1.889 -0.009 -0.390
C -0.356 -1.518 0.035 1.252 -2.240 -2.193 -0.048
C -0.809 0.880 -0.109 6.007 -4.675 0.276 0.389
C -1.762 -1.226 -0.110 -1.252 1.491 1.024 -0.824
C -1.986 0.112 -0.021 -2.967 2.057 -0.910 -0.294
C 0.419 -0.307 -0.111 -3.714 6.214 0.417 0.083
C 2.183 1.254 0.000 2.560 -3.133 0.075 -0.701
H -2.411 -2.019 0.155 -0.965 -0.318 -0.257 0.390
H 1.433 1.914 -0.229 -1.317 1.774 -0.088 0.442
H 2.702 1.226 0.950 -0.334 1.130 0.445 0.217
H -0.185 -2.389 -0.708 0.548 1.253 1.180 0.264
H 2.951 1.152 -0.740 0.671 1.316 -0.597 0.241
H -3.011 0.704 -0.042 2.086 -1.668 0.248 0.270
H -0.323 -1.904 1.041 0.626 -0.338 0.578 0.233
```
Forces are in eV/Å.